(1)
A molecular structure, C14H14FeN2O3 at a distorted geometry. Source: OMol25; level of theory: ωB97M-V with the def2-TZVPD basis set.

Positions of all 34 atoms, in Å:
N (1.46376, 1.41513, -0.49396)
C (1.87272, 0.12720, -0.51944)
N (1.31406, -0.58069, 0.49377)
C (0.55636, 0.28895, 1.18203)
C (-0.23091, -0.12321, 2.40519)
O (-0.29711, -1.21005, 2.93521)
C (0.64674, 1.59714, 0.55622)
H (2.54896, -0.32407, -1.22202)
H (-0.80938, 0.73507, 2.83870)
H (0.15963, 2.44309, 0.90357)
C (2.98712, 3.52994, -1.36450)
C (2.09959, 2.46488, -2.03126)
C (2.85330, 1.76891, -3.17855)
Fe (3.24756, 2.96068, -4.97827)
C (4.86624, 2.12799, -4.99765)
O (5.90088, 1.60388, -4.98873)
C (4.22488, 4.45977, -4.27002)
O (4.96388, 5.35041, -4.03038)
C (2.08975, 1.93091, -6.22275)
C (3.05234, 2.82908, -6.84707)
C (2.73010, 4.17442, -6.39987)
C (1.58161, 4.08497, -5.53066)
C (1.20534, 2.71787, -5.41634)
H (2.81018, 3.44978, -0.27343)
H (4.05390, 3.40172, -1.63532)
H (2.75920, 4.56464, -1.74102)
H (1.11325, 2.87824, -2.44720)
H (3.84520, 1.36449, -2.90370)
H (2.26711, 0.94087, -3.61705)
H (2.02430, 0.84810, -6.35704)
H (3.87513, 2.54436, -7.50757)
H (3.20893, 5.10063, -6.71811)
H (1.02993, 4.92193, -5.10037)
H (0.31693, 2.36082, -4.89341)

Calculated values
* net charge: 0
* HOMO level (spin up / spin down): -5.45 / -7.82 eV
* 2S+1: 5
* LUMO level (spin up / spin down): -0.8 / -4.1 eV



(2)
3 unconnected molecules or ions with the total composition C7H15NO. Source: OMol25; level of theory: ωB97M-V with the def2-TZVPD basis set.

Positions of all 24 atoms, in Å:
C (-1.81758, 0.42979, 0.30941)
C (0.34198, -0.78054, -0.00302)
C (0.46670, 0.59557, -0.05566)
C (-2.37800, -0.47708, 1.36669)
C (0.42862, 1.41701, -1.31086)
N (0.01546, -1.56745, -1.03079)
C (2.64036, -0.03550, -0.11898)
C (3.29633, 0.00014, 1.02971)
O (-2.30300, 0.13823, -0.99722)
H (-3.27062, 0.08055, -0.99409)
H (-1.92640, 1.49202, 0.54933)
H (0.50137, -1.27155, 0.94694)
H (0.65054, 1.08855, 0.88425)
H (-0.15733, -2.54304, -0.86128)
H (-0.48879, -1.15613, -1.80284)
H (3.14892, -0.17772, -1.07408)
H (-2.16041, -1.52941, 1.15279)
H (-3.47643, -0.39798, 1.45964)
H (-1.95888, -0.23393, 2.34733)
H (0.74496, 0.82840, -2.17372)
H (-0.57154, 1.80050, -1.51285)
H (1.11870, 2.25446, -1.21515)
H (2.77363, 0.13414, 1.98054)
H (4.38141, -0.08904, 1.12394)

Calculated values
* net charge: 0
* HOMO level (spin up / spin down): -6.01 / -5.89 eV
* 2S+1: 1
* LUMO level (spin up / spin down): 0.8 / 0.7 eV



(3)
2 unconnected molecules or ions with the total composition C3H9NO2. Source: OMol25; level of theory: ωB97M-V with the def2-TZVPD basis set.

Positions of all 15 atoms, in Å:
C (3.08811, -0.63562, -0.19451)
N (1.87013, -1.25577, -0.73127)
H (1.92485, -1.12272, -1.72872)
H (1.07941, -0.75721, -0.33582)
H (-0.79310, 0.81190, -1.30295)
H (3.16301, 0.45346, -0.22969)
H (3.90130, -1.07729, -0.75025)
H (3.25978, -0.98765, 0.82136)
C (-3.03585, 0.85238, 0.96159)
C (-1.77303, 0.38894, 0.31932)
O (-1.71471, 0.68084, -1.00876)
O (-0.89929, -0.22017, 0.86459)
H (-3.75272, 0.04149, 1.02334)
H (-3.51440, 1.58990, 0.34362)
H (-2.80351, 1.23753, 1.94814)

Calculated values
* net charge: 0
* HOMO level: -9.20 eV
* 2S+1: 1
* LUMO level: 0.6 eV



(4)
A molecular structure, C3H4NaO4 at a distorted geometry. Source: OMol25; level of theory: ωB97M-V with the def2-TZVPD basis set.

Positions of all 12 atoms, in Å:
O (0.79785, -0.01587, -0.68744)
C (0.56102, 1.34544, -0.58678)
C (-0.30136, -0.77619, -0.18114)
O (1.46860, 2.09863, -0.41460)
O (-0.69661, 1.53243, -0.27331)
C (-1.37208, 0.29517, 0.00831)
H (-0.48847, -1.60978, -0.86131)
H (-1.73117, 0.32112, 1.04169)
H (-2.19451, 0.18909, -0.70570)
H (0.00789, -1.82175, 0.92424)
Na (3.14015, -0.58381, 0.78352)
O (0.80869, -0.97449, 0.95252)

Calculated values
* net charge: +1
* HOMO level: -14.63 eV
* 2S+1: 1
* LUMO level: -4.4 eV



(5)
A molecular structure, C3H7NO2. Source: OMol25; level of theory: ωB97M-V with the def2-TZVPD basis set.

Positions of all 13 atoms, in Å:
C (-1.52907, 0.32128, -0.23586)
C (-0.32514, -0.35241, 0.40622)
O (-0.25253, -1.73010, 0.10278)
C (1.06462, 0.76098, -0.36239)
O (0.77086, 1.91258, -0.45098)
N (2.01528, -0.12813, -0.51332)
H (-1.71009, 1.30815, 0.19441)
H (-2.39478, -0.32099, -0.04495)
H (-1.40681, 0.43609, -1.31696)
H (-0.40897, -0.27321, 1.49819)
H (0.13308, -1.81402, -0.78155)
H (1.05434, -0.36912, 0.44681)
H (2.93064, 0.26379, -0.74682)

Calculated values
* net charge: 0
* HOMO level: -9.76 eV
* 2S+1: 1
* LUMO level: 0.8 eV



(6)
3 unconnected molecules or ions with the total composition C6H14O2 at a distorted geometry. Source: OMol25; level of theory: ωB97M-V with the def2-TZVPD basis set.

Positions of all 22 atoms, in Å:
C (0.05340, -1.44008, -0.78081)
C (-1.32621, -1.07359, -0.23772)
C (0.48411, -2.83605, -0.34888)
O (1.05582, -0.49987, -0.36161)
H (0.76293, 0.88083, -0.41113)
H (0.04075, -1.38404, -1.87369)
H (-1.31614, -1.07126, 0.85323)
H (-2.06876, -1.79700, -0.57600)
H (-1.63169, -0.08719, -0.58683)
H (-0.21657, -3.58543, -0.72061)
H (1.47722, -3.06290, -0.73547)
H (0.51330, -2.90004, 0.74061)
C (0.26533, 1.44320, 1.68658)
C (0.65981, 2.13113, -0.21150)
C (-0.39630, 2.76999, -0.72229)
O (0.90350, 0.37633, 1.93565)
H (1.05114, -0.37659, 0.69426)
H (-0.82995, 1.40265, 1.57382)
H (0.62335, 2.38247, 2.13054)
H (1.62556, 2.63012, -0.20867)
H (-0.35367, 3.79267, -1.08349)
H (-1.37693, 2.30464, -0.75599)

Calculated values
* net charge: 0
* HOMO level: -9.25 eV
* 2S+1: 1
* LUMO level: -0.1 eV



(7)
A molecular structure, C16H30BCl2F2O2RuSbSi3. Source: OMol25; level of theory: ωB97M-V with the def2-TZVPD basis set.

Positions of all 58 atoms, in Å:
Ru (-0.63983, 0.74131, -0.97923)
Cl (0.95748, 4.17847, 8.14146)
C (0.74338, 3.43584, 6.60702)
C (0.09085, 2.19070, 6.53888)
C (-0.11098, 1.54633, 5.33962)
Cl (-0.91539, 0.02763, 5.27656)
C (0.34518, 2.13115, 4.15348)
O (0.15154, 1.52835, 2.99367)
C (0.99343, 3.38099, 4.22834)
C (1.40197, 3.96541, 3.02300)
O (1.26066, 3.40877, 1.89004)
C (1.19124, 4.03646, 5.46553)
H (-0.26096, 1.72944, 7.45255)
H (1.86332, 4.95077, 3.00305)
H (1.69017, 4.99602, 5.49935)
C (4.15820, -2.23507, -2.71041)
Si (2.43973, -2.68731, -2.19843)
C (1.38591, -3.38126, -3.55998)
C (2.34268, -3.58506, -0.57692)
Sb (1.33093, -0.29668, -1.75340)
Si (-1.04075, -1.26179, -0.06481)
C (-1.68575, -2.74896, -0.95679)
C (-0.49384, -1.66009, 1.65208)
C (-2.49259, 0.18421, 0.06759)
Si (-1.65448, 0.66139, -3.06574)
C (-3.12966, -0.40209, -3.43408)
C (-0.64148, 0.89040, -4.60481)
C (-2.08529, 2.33174, -2.22308)
H (4.70078, -3.15704, -2.94004)
H (4.70630, -1.72227, -1.91888)
H (4.17545, -1.61402, -3.60691)
H (1.77653, -4.37059, -3.81808)
H (1.43321, -2.77186, -4.46387)
H (0.34169, -3.50656, -3.27195)
H (2.86314, -4.54097, -0.69307)
H (1.32159, -3.80977, -0.26748)
H (2.84509, -3.04051, 0.22414)
H (-0.87110, -3.46114, -1.11527)
H (-2.12375, -2.50926, -1.92388)
H (-2.43268, -3.26486, -0.34861)
H (0.48284, -2.15220, 1.60715)
H (-1.18264, -2.34983, 2.14444)
H (-0.37932, -0.76605, 2.26651)
H (-2.86038, -0.74965, 0.55466)
H (-3.28163, 0.40319, -0.64466)
H (-2.46846, 0.90253, 0.88583)
H (-2.81744, -1.33628, -3.90682)
H (-3.75353, 0.11963, -4.16584)
H (-3.75705, -0.64440, -2.57748)
H (-0.21967, -0.06632, -4.92870)
H (0.17272, 1.60122, -4.45963)
H (-1.26577, 1.25367, -5.42525)
H (-3.17008, 2.38305, -2.11692)
H (-1.73188, 3.12775, -2.87959)
H (-1.71080, 2.64332, -1.22475)
F (-0.37065, 2.12079, 0.80314)
B (0.70399, 2.02247, 1.75735)
F (1.67785, 1.19892, 1.24990)

Calculated values
* net charge: +2
* HOMO level: -13.82 eV
* 2S+1: 1
* LUMO level: -7.7 eV



(8)
A single C4H9N molecule at a distorted geometry. Source: OMol25; level of theory: ωB97M-V with the def2-TZVPD basis set.

Positions of all 14 atoms, in Å:
C (-0.48258, 1.02190, -0.17723)
C (1.05369, 0.61289, 0.01205)
C (0.98746, -0.94261, 0.10089)
C (-1.28692, -0.25186, 0.24157)
H (-0.66127, 1.30491, -1.24747)
H (-0.78808, 2.03534, 0.37198)
H (1.28175, 1.01637, 1.09276)
H (1.81193, 1.12935, -0.73309)
H (1.26782, -1.24182, 1.15888)
H (1.67482, -1.43176, -0.64709)
H (-0.61490, -1.46147, -1.14968)
H (-2.30584, -0.26895, -0.21618)
H (-1.49248, -0.15619, 1.35645)
N (-0.44541, -1.36609, -0.16383)

Calculated values
* net charge: 0
* HOMO level: -9.06 eV
* 2S+1: 1
* LUMO level: 1.1 eV



(9)
A single C21H20N4O3S molecule at a distorted geometry. Source: OMol25; level of theory: ωB97M-V with the def2-TZVPD basis set.

Positions of all 49 atoms, in Å:
O (4.52976, 1.73380, 3.93919)
O (1.23646, 0.97044, -1.86460)
N (-4.94135, -2.22083, -1.64090)
N (-3.76634, -1.40354, 0.28123)
O (7.29297, 1.81981, 4.41846)
S (-5.98409, -0.20351, -0.32243)
C (5.22744, 1.75993, 2.93854)
C (0.55166, 1.08520, -0.85270)
C (7.49395, 1.42312, 2.05927)
C (7.08233, 1.22374, 0.71527)
C (6.67737, 1.52022, 3.18378)
C (5.76586, 1.08188, 0.52670)
C (4.73860, 1.25027, 1.60751)
C (3.36515, 1.16454, 1.56278)
C (-4.74918, -1.39941, -0.57209)
C (-3.91084, -3.01281, -1.87665)
C (-2.81587, -2.28356, 0.10842)
C (-2.81816, -3.07528, -1.02693)
C (-1.77533, 1.58358, 0.14722)
C (-1.57339, 1.16620, -2.17034)
C (-3.19759, 1.74665, -0.06205)
C (-2.99316, 1.19180, -2.36194)
C (-0.96890, 1.27269, -0.88839)
C (-3.80929, 1.36823, -1.26932)
N (1.31006, 1.11660, 0.29950)
N (2.69288, 0.85814, 0.39066)
C (-4.08497, -4.10560, -2.83944)
C (-1.54871, -2.43542, 1.08084)
C (-5.27029, 1.24800, -1.34454)
H (6.63236, 1.97156, 5.12875)
H (8.54555, 1.35025, 2.11321)
H (7.82662, 1.23256, -0.14909)
H (5.47956, 0.83348, -0.44578)
H (2.85531, 1.34535, 2.50605)
H (-1.93141, -3.67757, -1.20957)
H (-1.45004, 1.75555, 1.25610)
H (-0.89306, 0.93968, -2.99370)
H (-3.78843, 2.03928, 0.85956)
H (-3.37714, 0.94049, -3.36105)
H (0.67634, 1.25298, 1.13905)
H (3.34111, 0.86310, -0.39646)
H (-3.44571, -5.03378, -2.66645)
H (-3.93166, -3.84536, -3.87488)
H (-5.06160, -4.54438, -2.84975)
H (-0.84928, -3.17261, 0.83778)
H (-1.11287, -1.44537, 1.16914)
H (-1.89428, -2.60274, 2.05830)
H (-5.68089, 2.16498, -0.95635)
H (-5.69751, 1.18770, -2.33195)

Calculated values
* net charge: 0
* HOMO level: -7.77 eV
* 2S+1: 1
* LUMO level: -0.7 eV



Looking at energy above the lowest of the compared OMol25 structures with the same formula, charge and spin for the records above, in order, we have 79.0; 161.6; 22.1; 21.3; 104.3; 98.0; 0.1; 18.7; 142.0 kcal/mol.
Looking at E_tot for the records above, in order, we have -2140.48766; -405.47986; -324.93738; -579.64357; -323.61482; -387.35137; -3126.40630; -212.52138; -1655.02507 Ha.